No. 1
Here is a molecular structure, C51H84AsGeN8O7S6Si4Ti from OMol25. Energies are from ωB97M-V/def2-TZVPD.

Values from the calculation:
ΔE to the lowest compared entry with this formula, charge and spin (kJ/mol): 422.7
<S²>: 0.77
LUMO (alpha / beta) (eV): 2.80 / 2.48
Frontier orbital gap (alpha / beta) (eV): 4.9 / 4.6
Electronic energy (Eh): -11668.07956

Geometry as ORCA input:
```
! RIJCOSX wB97M-V def2-TZVPD def2/J DEFGRID3
* xyz -2 2
As -1.82737 -2.01149 1.31838
Ge -2.13807 2.44554 -1.27484
Ti -1.51144 -0.00504 -0.45989
S -3.98278 4.91719 3.44659
S 2.69831 0.28074 -2.33543
S -4.89591 -1.17965 1.96926
S -2.12619 2.93361 2.29762
S -3.20823 -0.20945 1.30080
S 1.35882 2.70256 1.79284
Si -0.75132 -4.85997 1.81324
Si -3.63194 -3.24643 0.24203
Si 4.38452 -0.07883 -1.20986
Si -1.73637 -1.97697 3.72165
O -5.00153 -0.88850 3.37904
O 5.73579 0.68319 -1.78180
O -6.00857 -0.71592 1.18342
O 4.80864 -1.66815 -1.13168
O 4.19030 0.40715 0.34168
O -2.71446 3.02465 4.76558
O -4.63293 -2.64400 1.82551
N 0.55361 -2.62253 -2.84313
N -2.36015 -0.53174 -2.23751
N 1.36607 -2.75182 -1.77883
N 0.92056 2.23656 -0.87379
N -2.87533 -0.91120 -5.02506
N -0.08983 -1.27015 -1.17140
N 0.00132 0.55327 2.04790
N -0.01406 0.81457 0.73504
C -4.90477 -2.34427 -0.87614
C -4.10338 2.96245 -1.34425
C -0.38317 -6.03711 0.28552
C -2.22665 -0.29372 4.48904
C 3.32306 -1.14003 1.92943
C -0.20141 6.21892 -1.95325
C -1.97907 2.89766 -5.58854
C 0.98920 -1.92890 -0.79079
C 0.88063 1.35173 4.21387
C -2.08649 5.22844 -0.20689
C 4.45022 -0.15704 1.59823
C -1.79668 -1.38886 -4.44336
C -2.45176 -3.80971 -1.23181
C -0.83363 2.19300 -5.91511
C -1.74474 6.56759 -0.16424
C 5.80309 -0.86992 1.63001
C 4.47452 1.00461 2.59942
C -3.44499 -0.02249 -2.86871
C 4.86947 2.91562 -1.28649
C 7.31164 2.38382 -1.30233
C 5.95500 2.06313 -1.94459
C 0.64518 1.41282 2.75033
C 0.67642 2.70727 4.88115
C -2.67211 -3.27334 4.81759
C -0.54452 4.87877 -1.97824
C -2.96461 3.61053 3.57055
C 0.68477 1.88120 0.39842
C -1.49942 4.35702 -1.11498
C 0.82590 -5.33095 2.89413
C -5.06760 2.14032 -0.77498
C -0.58436 1.60225 -3.61169
C -1.71380 2.32990 -3.25458
C 0.16444 -2.24516 4.04446
C 5.20681 -2.56087 -2.13638
C -2.11329 -5.85894 2.77694
C -6.84213 3.58480 -1.46843
C -2.40605 2.96767 -4.27520
C -4.55297 4.13188 -1.94933
C -3.42223 3.46136 5.89967
C 4.92072 -3.96999 -1.58619
C -6.41816 2.43391 -0.83131
C -0.13440 1.54029 -4.91785
C -0.80063 7.07191 -1.04269
C -1.50275 -1.21948 -3.09234
C -3.69547 -0.21325 -4.19900
C -5.90032 4.43587 -2.02097
C 6.70604 -2.38245 -2.40415
C 5.99075 2.36997 -3.44818
C -4.38497 -5.00146 0.58614
C 4.45385 -2.33304 -3.44870
C -0.33468 -1.71727 -2.45098
H 4.72071 -1.35953 -3.84910
H 3.39151 -1.98833 1.25319
H 1.90771 1.00190 4.37606
H -3.65553 -3.44404 4.39109
H 0.75683 2.60477 5.96071
H -0.31374 3.08322 4.64264
H -2.69103 -4.81670 -1.55619
H -4.93809 -5.03658 1.51698
H 5.31782 1.65699 2.38271
H 3.56281 1.58649 2.50740
H -1.78292 -6.12845 3.77333
H -5.07783 -5.21746 -0.22211
H -7.12489 1.76129 -0.36691
H -2.81358 -2.88477 5.82260
H -2.53555 3.40606 -6.36617
H 1.74368 -4.91764 2.49229
H -1.24037 -6.09323 -0.37305
H -0.15352 -7.04576 0.62031
H -1.10253 -1.93941 -5.06364
H -3.31069 -0.22733 4.48945
H 0.36591 -2.91793 4.86974
H 3.38083 -2.33074 -3.29404
H 0.94483 -6.40915 2.94277
H -0.54215 8.12437 -1.03013
H -2.15150 -4.22094 4.88895
H 4.57000 0.63026 3.61570
H -2.92197 2.99586 6.74915
H 0.72251 -4.97083 3.90898
H 3.91806 2.72650 -1.77440
H 8.10739 1.83497 -1.80121
H 0.76853 0.98887 -5.13907
H -2.55119 -3.18062 -2.10993
H -2.22416 7.21998 0.55429
H -0.07731 4.22445 -2.70213
H -3.00755 -5.25767 2.86454
H -0.01770 1.07624 -2.84901
H 1.41650 3.42734 4.53860
H -6.22079 5.34966 -2.50558
H 3.92063 -3.99874 -1.15677
H -7.89728 3.82276 -1.52361
H -3.30044 3.52904 -4.04598
H 7.01835 -3.02414 -3.22393
H 5.11320 3.97223 -1.37623
H 0.45757 -5.68374 -0.30262
H 1.45155 1.50719 -1.44140
H 0.18545 0.62920 4.63542
H 4.70859 -3.10312 -4.17278
H -4.46652 3.13558 5.84904
H 0.59878 -2.64763 3.13026
H 6.88306 -1.34314 -2.66499
H -1.88861 -0.16874 5.51554
H -4.77701 1.23910 -0.24355
H 5.03927 2.07921 -3.88600
H -3.82918 4.82774 -2.35311
H -1.40523 -3.79129 -0.92037
H -4.57945 0.20503 -4.65809
H 7.29111 -2.62377 -1.51924
H 6.15205 3.43246 -3.61814
H -4.60038 -1.31746 -1.07407
H -3.64068 -5.78721 0.58328
H 6.78738 1.80944 -3.93410
H -2.83557 4.85584 0.47507
H 5.81223 -1.65920 0.88676
H -3.38819 4.55355 5.98381
H 1.35167 3.14460 -0.97753
H 4.99136 -4.71675 -2.37254
H 7.51846 3.44874 -1.37331
H 1.45687 -1.87770 0.17389
H 3.38306 -1.49412 2.95401
H -5.87124 -2.28780 -0.38616
H 2.36200 -0.65091 1.78732
H -2.37721 -6.77711 2.26434
H 2.19199 -3.32786 -1.83998
H 5.62426 -4.21771 -0.79347
H 0.53169 6.60045 -2.65532
H -5.02043 -2.83576 -1.84088
H 4.76595 2.65060 -0.23843
H 5.97956 -1.28901 2.61825
H 0.66166 -1.31076 4.25809
H 7.29092 2.09254 -0.25507
H 6.59595 -0.16415 1.39328
H -0.50262 2.14039 -6.94404
H -1.85928 0.54066 3.89905
H -4.15826 0.53573 -2.27405
*
```


No. 2
Here is 15 unconnected molecules or ions with the total composition C51H84O27 from OMol25. Energies are from ωB97M-V/def2-TZVPD.

Values from the calculation:
ΔE to the lowest compared entry with this formula, charge and spin (kJ/mol): 25.5
LUMO (eV): -0.34
Frontier orbital gap (eV): 8.7
Electronic energy (Eh): -4025.20057

Geometry as ORCA input:
```
! RIJCOSX wB97M-V def2-TZVPD def2/J DEFGRID3
* xyz 0 1
O -4.85516 0.12921 3.18080
O 2.59508 1.99771 5.04257
O -0.23918 1.97725 2.03876
O 1.86348 5.21803 -0.98725
O -3.89383 -2.48406 -2.74879
O 3.43335 1.73910 -3.35830
O -2.34330 -3.07043 -1.19291
O -3.78053 1.34440 -1.91200
O -2.52774 1.85445 0.45948
O -1.17362 -3.24990 4.63118
O -1.23616 -2.66065 -6.71064
O 8.33135 0.06479 1.56548
O 2.92398 1.08373 -0.64621
O 6.13740 3.30755 0.70973
O -2.71725 0.13926 3.83630
O -0.15893 0.42292 -4.49135
O 6.12157 -0.14965 1.35972
O 1.52293 -8.06164 0.17911
O 0.88913 -6.08488 -0.63935
O 2.03977 -0.46386 0.64123
O 0.75104 0.87035 5.56266
O -0.50449 -3.75421 2.54108
O 0.98094 3.78889 2.18234
O 0.71504 -3.15089 -7.67929
O 1.18064 6.98251 0.19478
O 0.79207 0.54454 -6.57582
O 7.91390 4.32541 1.45003
C -0.64829 -7.02691 0.79416
C 7.18640 0.33653 1.98040
C -0.15367 5.02404 3.82308
C -0.94853 2.17279 -6.04349
C 1.97706 0.39596 -0.37917
C 6.80328 0.98762 3.28024
C -3.34436 -1.22618 1.87552
C 0.72136 -7.13947 0.12190
C 0.06231 -2.90605 -6.62953
C -4.67564 -1.10859 1.17515
C -5.17746 -2.83337 -3.29957
C 1.14057 4.92796 3.04529
C 1.31370 4.06281 -1.51581
C -3.43643 -3.21089 -1.75966
C -3.44619 -3.92833 4.55273
C -3.57000 -0.26237 3.07644
C 0.16661 -1.01875 -0.47057
C -1.34027 -6.11253 -0.27809
C 0.59506 0.35284 -1.02714
C 4.78596 3.53999 0.47320
C 4.45645 4.79227 1.26582
C 1.96578 0.93338 5.00920
C -0.06347 4.43432 -1.85449
C -2.36540 -3.18187 5.36226
C -0.20472 -5.20225 -0.71023
C 5.79558 5.50514 1.27921
C -2.62967 -4.64228 3.42631
C -3.37424 2.82668 1.06061
C 0.90420 6.00486 -0.43880
C -1.32874 -3.87707 3.43732
C -0.72856 -2.88663 -4.43796
C 0.80408 -1.08515 0.93142
C -5.75302 -3.72268 -2.19630
C -0.08014 0.97667 -5.58231
C 0.15116 -0.36984 5.27185
C 6.74904 4.38174 1.13284
C 4.92606 0.04502 2.03611
C -5.60475 -0.29588 2.04419
C -0.45156 5.40253 -0.77728
C -2.80907 0.64585 -2.64954
C 0.63559 1.23177 -7.80936
C -1.83864 -2.48191 -5.41675
C 1.30088 -1.32203 5.13163
C 5.35428 0.98361 3.14387
C -0.30138 2.44065 -7.38794
C 0.60040 -2.90165 -5.25039
C 0.04701 2.98811 2.67010
C -0.51866 3.55348 3.94885
C -4.51999 -4.23101 -1.40976
C 3.42072 0.44536 -3.96943
C 2.39254 -0.47014 4.48948
H -0.12625 3.08671 4.85231
H 3.37708 -0.77848 4.84122
H 2.42693 0.00571 -3.88449
H -0.74698 -2.38145 -3.47227
H -4.50146 -0.63445 0.20926
H -6.31041 -0.99964 2.48563
H -3.04592 0.50578 -3.70424
H 3.97548 4.68072 2.23758
H 3.70134 5.36043 0.72259
H -5.76148 -1.94786 -3.55034
H -0.87897 2.99267 -5.32861
H -2.69052 -0.31479 -2.14834
H 1.68246 -1.70002 6.08011
H -6.36310 -4.53769 -2.58574
H -1.94560 1.74812 -6.16009
H -1.84795 1.15820 -2.60673
H -4.75855 -4.37983 -0.35665
H -3.35224 1.60389 -1.09296
H -5.10334 -3.24049 -4.30796
H 0.18089 0.61308 -8.58304
H -0.90828 -1.19889 -0.45325
H -0.95179 2.64196 -8.23914
H -3.19699 -2.21898 2.30064
H -1.82551 -6.70707 -1.05214
H -0.82598 4.86179 0.09192
H 1.29638 5.80531 2.41754
H 1.98466 4.82961 3.72790
H -4.14388 -3.20747 4.12651
H 1.03270 -2.22745 4.58721
H 0.28123 3.35189 -7.25267
H 7.11111 0.28556 4.05511
H -0.52959 -0.62264 6.08472
H -0.19117 4.88224 -2.83996
H -3.42854 3.73414 0.45922
H -6.04084 0.57350 1.55218
H -0.33991 -4.90823 -1.75109
H 4.00866 -0.28903 -3.41889
H 4.83966 0.70198 4.06254
H -1.06543 -8.02094 0.95542
H -0.41297 -0.30189 4.34166
H -0.90582 -3.91335 -4.11776
H 1.17676 -3.81296 -5.09097
H 0.54763 -1.81327 -1.11218
H 5.02222 2.00274 2.94589
H 4.46062 -0.84190 2.46605
H -0.20850 -4.33941 -0.04421
H 3.80155 0.50448 -4.98902
H -4.38779 2.43787 1.15883
H 4.19801 0.62675 1.47074
H 0.07577 1.26033 -0.71906
H -2.06829 -5.47727 0.22645
H -4.25015 -5.20695 -1.81325
H -6.39949 -3.02763 -1.66049
H 1.90072 3.77429 -2.38774
H -2.68626 -3.16644 -5.44934
H -2.19779 -1.47055 -5.22633
H 1.06191 -2.12741 1.11931
H 7.28565 1.96327 3.33961
H -3.04354 -4.75039 2.42375
H 4.17776 2.86625 1.07674
H 6.01552 6.06140 2.19042
H 0.07567 5.59891 4.72030
H 2.24011 -0.55202 3.41330
H -2.28062 -5.59845 3.81618
H -5.05115 -2.11276 0.97833
H -3.06583 3.03013 2.08608
H -1.16846 6.18844 -1.01502
H 1.54826 1.69099 -8.18914
H -4.00299 -4.68661 5.10328
H -1.59222 3.36595 3.96897
H 4.47040 3.55767 -0.56998
H -1.76858 1.73318 1.03443
H 1.14448 -1.96333 -5.14244
H 3.11821 1.60088 -2.46209
H -0.54577 -6.54359 1.76574
H -2.66372 -2.13356 5.37440
H -0.75226 3.61667 -1.64209
H 1.42588 3.23558 -0.81495
H -2.34008 -3.53201 6.39418
H 0.31325 -0.59787 1.77388
H -0.94580 5.61530 3.36367
H 0.60131 0.23655 -2.11090
H 5.81839 6.23524 0.47018
H -2.46462 -0.94922 1.29461
*
```